No. 1
{"formula": "C4H5FS", "method": "ωB97M-V/def2-TZVPD", "orbital_gap_ev": 7.8, "total_charge": 0, "homo_ev": -8.844, "total_energy_ha": -653.332763, "fmax_ev_per_a": 4.53, "species": ["C", "C", "C", "C", "H", "H", "H", "H", "H", "F", "S"], "positions_angstrom": [[1.407, -0.669, 0.454], [0.176, 0.233, 0.426], [-0.569, 0.149, -0.853], [-1.894, 0.634, -0.690], [1.349, -1.348, 1.257], [2.319, -0.085, 0.625], [0.188, -0.515, -1.536], [-2.713, 0.735, -1.378], [-2.118, 1.027, 0.571], [1.548, -1.440, -0.636], [0.305, 1.279, 1.759]], "forces_ev_per_angstrom": [[0.08, 1.12, 0.95], [2.41, 1.11, 1.07], [-1.61, 0.04, 1.69], [2.99, -0.16, 3.28], [-0.34, -0.67, 1.34], [-0.22, 0.03, -0.35], [-3.05, 2.04, 0.59], [0.05, -0.23, -0.36], [0.67, -1.09, -4.34], [0.44, -1.10, -1.97], [-1.43, -1.10, -1.88]], "mulliken_charge": [-0.49, 0.19, 0.08, -0.64, 0.32, 0.33, 0.28, 0.35, 0.13, -0.31, -0.23]}


No. 2
{"formula": "C16H48O8", "method": "ωB97M-V/def2-TZVPD", "smiles": "CCO.CCO.CCO.CCO.CCO.CCO.CCO.CCO", "orbital_gap_ev": 10.0, "total_charge": 0, "homo_ev": -9.819, "total_energy_ha": -1240.157425, "fmax_ev_per_a": 2.86, "species": ["C", "C", "O", "H", "H", "H", "H", "H", "H", "C", "C", "O", "H", "H", "H", "H", "H", "H", "C", "C", "O", "H", "H", "H", "H", "H", "H", "C", "C", "O", "H", "H", "H", "H", "H", "H", "C", "C", "O", "H", "H", "H", "H", "H", "H", "C", "C", "O", "H", "H", "H", "H", "H", "H", "C", "C", "O", "H", "H", "H", "H", "H", "H", "C", "C", "O", "H", "H", "H", "H", "H", "H"], "positions_angstrom": [[-2.489, 4.922, -1.935], [-2.329, 3.363, -1.564], [-2.039, 3.337, -0.159], [-1.839, 5.555, -1.331], [-3.462, 5.369, -1.732], [-2.312, 5.105, -2.995], [-1.450, 3.012, -2.103], [-3.169, 2.759, -1.908], [-1.635, 2.490, 0.042], [1.372, 2.472, -4.558], [2.002, 1.656, -3.407], [0.924, 0.716, -3.064], [2.089, 3.099, -5.087], [0.585, 3.188, -4.321], [1.016, 1.812, -5.349], [2.367, 2.224, -2.551], [2.993, 1.283, -3.663], [1.302, -0.161, -2.969], [-1.841, -1.277, -4.224], [-3.022, -0.777, -3.413], [-2.861, 0.558, -3.015], [-1.733, -0.875, -5.231], [-1.637, -2.341, -4.100], [-0.932, -0.797, -3.862], [-3.183, -1.356, -2.504], [-3.956, -0.862, -3.969], [-2.159, 0.660, -2.368], [1.861, -2.343, 4.110], [1.172, -1.903, 5.343], [0.780, -2.997, 6.178], [1.106, -2.984, 3.657], [2.673, -3.060, 4.230], [2.143, -1.657, 3.311], [0.356, -1.240, 5.052], [1.860, -1.239, 5.866], [1.582, -3.322, 6.594], [3.969, -1.290, -0.175], [4.340, -1.681, 1.228], [5.779, -1.918, 1.182], [4.402, -1.902, -0.967], [4.365, -0.289, -0.348], [2.890, -1.404, -0.283], [3.774, -2.530, 1.612], [4.290, -0.843, 1.922], [6.165, -1.342, 0.518], [-5.018, -1.914, -0.455], [-4.202, -3.183, -0.715], [-4.549, -4.220, 0.111], [-6.063, -2.216, -0.520], [-4.826, -1.112, -1.168], [-4.764, -1.495, 0.519], [-3.179, -2.847, -0.547], [-4.276, -3.497, -1.756], [-5.363, -4.603, -0.225], [-0.972, -1.292, 1.006], [-0.048, -0.426, 0.161], [-0.760, 0.454, -0.718], [-1.852, -0.728, 1.318], [-0.428, -1.665, 1.874], [-1.482, -2.085, 0.460], [0.622, -1.034, -0.447], [0.678, 0.117, 0.766], [-0.154, 0.662, -1.433], [2.338, 1.575, 3.075], [2.005, 2.365, 4.364], [3.063, 3.236, 4.578], [3.364, 1.210, 3.082], [2.168, 2.118, 2.146], [1.676, 0.710, 3.107], [1.942, 1.672, 5.203], [1.058, 2.905, 4.337], [2.912, 4.099, 4.186]], "forces_ev_per_angstrom": [[-0.32, -1.11, 0.23], [0.68, 2.63, -0.06], [-0.54, -0.13, -0.39], [0.51, -0.42, -0.10], [-0.37, -0.58, 0.09], [0.20, -0.13, -0.01], [0.13, -0.09, -0.17], [-0.23, 0.10, 0.43], [0.02, -0.33, -0.04], [0.99, 0.47, -0.40], [-1.09, 0.87, -0.61], [1.47, 0.25, 0.38], [0.50, 0.02, 0.23], [-0.20, -0.46, 0.60], [-0.19, -0.26, 0.31], [-1.11, 0.51, 0.43], [-0.46, -1.26, -0.80], [0.09, -0.20, 0.00], [1.23, 0.51, 0.39], [0.18, -0.28, 0.29], [-0.61, 1.03, -0.55], [-0.92, -0.60, -0.43], [-0.37, -0.10, -0.55], [0.08, 0.01, 0.85], [0.28, -0.51, -0.10], [-0.01, 0.26, -0.12], [0.13, -0.43, 0.20], [-0.56, -2.17, -1.78], [1.17, 1.29, 0.82], [-0.27, 0.69, -0.61], [-0.12, -0.21, -0.55], [0.37, 0.32, 0.53], [-0.04, 0.59, 0.57], [-0.58, -0.54, 0.37], [-0.01, 0.10, 0.60], [0.03, -0.07, 0.05], [-0.81, 0.07, -0.12], [2.23, 0.60, -0.55], [-0.35, -1.06, 0.73], [0.19, -0.47, 0.39], [-0.57, 0.27, -0.17], [-0.14, 0.70, -0.27], [0.52, -0.21, -0.04], [-0.93, 0.04, 0.03], [-0.14, 0.06, -0.01], [-0.21, -0.36, -0.18], [0.46, 2.14, -1.01], [-0.09, -1.14, 1.10], [-0.23, 0.46, 0.23], [-0.01, -0.17, -0.21], [-0.29, -0.23, 0.17], [0.32, -0.77, 0.11], [0.02, 0.15, -0.28], [-0.07, -0.08, 0.12], [-0.50, 0.54, -0.36], [0.25, -0.32, -0.41], [-0.30, -0.23, 0.70], [0.29, 0.51, 0.47], [-0.21, -0.17, -0.05], [0.70, -0.34, -0.20], [-0.15, -0.51, -0.22], [-0.35, 0.45, 0.45], [0.30, 0.31, -0.48], [-1.11, -0.40, 0.66], [0.29, -0.56, -1.31], [1.12, 1.12, 0.99], [0.00, 0.15, 0.25], [-0.06, 0.19, 0.13], [-0.05, -0.26, -0.48], [0.16, 0.00, 0.09], [-0.20, -0.14, -0.30], [-0.18, -0.11, -0.05]], "mulliken_charge": [-1.27, 0.64, -0.58, 0.35, 0.32, 0.34, -0.34, 0.24, 0.29, -1.07, -0.35, -0.46, 0.39, 0.23, 0.27, 0.29, 0.35, 0.23, -0.64, 0.38, -0.48, 0.33, 0.36, -0.14, -0.42, 0.38, 0.28, -0.57, -0.44, -0.54, 0.32, 0.40, -0.05, 0.31, 0.27, 0.33, -0.94, 0.19, -0.58, 0.42, 0.44, -0.07, 0.26, 0.00, 0.30, -0.84, 0.15, -0.54, 0.34, 0.33, 0.20, -0.19, 0.28, 0.34, -0.93, 0.21, -0.15, 0.32, 0.14, 0.13, -0.04, 0.20, 0.12, -0.30, -0.47, -0.56, 0.21, 0.36, -0.12, 0.20, 0.32, 0.32]}


No. 3
{"formula": "C4H39N2O14", "method": "ωB97M-V/def2-TZVPD", "orbital_gap_ev": [10.8, 5.4], "total_charge": 2, "homo_ev": [-16.668, -16.668], "total_energy_ha": -1337.938035, "multiplicity": 2, "fmax_ev_per_a": 4.14, "species": ["C", "C", "C", "N", "C", "N", "H", "H", "H", "H", "H", "H", "H", "H", "H", "H", "H", "H", "H", "O", "H", "H", "O", "H", "H", "O", "H", "H", "O", "H", "H", "O", "H", "H", "O", "H", "H", "O", "H", "H", "O", "H", "H", "O", "H", "H", "O", "H", "H", "O", "H", "H", "O", "H", "H", "O", "H", "H", "O"], "positions_angstrom": [[-1.327, 0.663, 2.522], [0.062, 0.438, 2.076], [0.020, 0.099, 0.547], [0.236, 1.445, -0.115], [-0.156, 1.849, -1.448], [-0.356, 3.282, -1.301], [-1.436, 0.944, 3.589], [-1.637, 1.512, 1.936], [-2.139, -0.042, 2.298], [0.714, 1.300, 2.264], [0.480, -0.505, 2.466], [0.789, -0.618, 0.398], [-0.941, -0.369, 0.328], [-0.076, 2.162, 0.542], [0.584, 1.625, -2.231], [-1.238, 3.548, -0.914], [-0.278, 3.730, -2.221], [-4.743, 0.094, -0.598], [-1.976, 0.916, -1.201], [-1.360, 1.206, -1.922], [3.601, -2.298, -0.447], [3.458, -1.460, -1.704], [3.481, -2.393, -1.399], [0.780, -3.573, 1.820], [2.023, -3.462, 0.829], [1.099, -3.215, 0.989], [0.079, -3.970, -0.174], [-1.494, -3.601, 0.081], [-0.820, -3.905, -0.561], [2.176, 4.490, -0.270], [0.860, 4.059, -0.025], [1.592, 4.432, 0.516], [-0.177, 3.952, 1.971], [-1.151, 4.877, 0.994], [-0.924, 4.039, 1.380], [2.855, 1.346, 2.216], [4.111, 1.369, 2.979], [3.658, 0.835, 2.317], [-3.321, -1.846, -0.255], [-4.103, -3.021, -0.847], [-3.209, -2.710, -0.657], [-5.027, -0.330, 0.874], [-1.375, -2.654, -3.243], [-4.336, -0.233, 0.207], [-1.109, -0.514, -3.765], [-2.206, -1.049, -3.024], [-1.715, -1.241, -3.913], [1.285, -1.884, -2.054], [0.597, -0.520, -1.783], [0.391, -1.429, -1.975], [1.653, 3.237, 3.333], [0.922, 2.290, 4.207], [0.849, 3.179, 3.855], [-0.803, -3.446, -1.692], [-0.029, -2.950, -2.942], [-0.905, -3.506, -2.941], [2.700, -1.865, 1.416], [3.479, -0.825, 2.180], [3.617, -1.673, 1.632]], "forces_ev_per_angstrom": [[-1.51, 1.32, 1.14], [0.43, -2.57, -1.12], [0.84, 2.43, 1.70], [-2.28, -2.68, 0.29], [-1.87, 1.51, -0.70], [1.47, -0.38, -2.06], [0.18, -0.14, -0.63], [-0.58, 0.94, 0.08], [0.79, -0.62, 0.00], [-0.15, -0.39, 0.08], [0.20, 0.64, 0.57], [0.84, -0.46, -1.00], [-0.06, 0.29, -0.65], [0.53, 0.84, 0.34], [0.10, 0.17, 0.46], [-0.63, -0.21, 0.44], [-0.03, -0.12, 0.39], [-0.47, 0.07, 0.03], [0.67, 0.67, -0.57], [0.56, -0.89, 1.23], [0.53, 0.12, 0.24], [0.51, -0.82, 0.18], [-0.96, 0.99, -0.40], [0.50, -0.34, 0.43], [-0.23, -0.46, 0.50], [0.27, 0.50, -0.57], [-0.41, 0.33, 0.42], [0.20, -0.07, -0.70], [0.11, -0.06, -0.28], [0.59, 0.50, 1.06], [-0.26, 0.39, 0.86], [0.16, -0.84, -1.88], [0.20, 1.27, 0.45], [0.70, 0.87, 0.56], [-1.19, -2.37, -0.46], [-0.34, 0.05, -0.35], [0.60, -0.26, 0.15], [-0.23, 0.78, 0.40], [-0.58, 0.37, 0.23], [0.08, -0.07, 0.06], [0.44, -0.22, -0.21], [-0.09, 0.12, -0.15], [-0.34, -1.02, -0.29], [0.65, -0.06, 0.06], [0.86, 0.25, -0.77], [0.36, -0.80, -2.34], [-1.86, 0.88, 3.05], [-0.90, 0.79, 0.43], [0.24, 0.31, -0.15], [1.65, -1.01, -0.12], [0.36, 0.63, -0.03], [-0.27, -0.18, 0.59], [0.04, -0.25, -0.65], [-1.43, -1.35, -0.26], [-1.52, -2.00, -0.87], [2.66, 3.00, 1.02], [-0.17, -0.19, 0.15], [0.98, -1.36, -1.02], [-0.91, 1.15, 0.64]], "mulliken_spin": [0.01, 0.01, 0.05, 0.77, -0.01, 0.03, 0.00, 0.00, 0.00, -0.01, 0.00, 0.01, 0.03, -0.01, 0.03, 0.00, 0.00, 0.00, -0.01, 0.08, 0.00, 0.00, 0.00, 0.00, 0.00, 0.00, 0.00, 0.00, 0.00, 0.00, 0.00, 0.01, 0.00, 0.00, 0.01, 0.00, 0.00, 0.00, 0.00, 0.00, 0.00, 0.00, 0.00, 0.00, 0.00, 0.00, 0.00, 0.00, 0.00, 0.00, 0.00, 0.00, 0.00, 0.00, 0.00, 0.00, 0.00, 0.00, 0.00]}


No. 4
{"formula": "C9H7F3N5O5PtS", "method": "ωB97M-V/def2-TZVPD", "orbital_gap_ev": [7.3, 6.6], "total_charge": 1, "homo_ev": [-11.809, -13.927], "total_energy_ha": -1813.684495, "multiplicity": 5, "fmax_ev_per_a": 0.44, "species": ["Pt", "C", "C", "N", "O", "C", "C", "N", "O", "H", "H", "H", "H", "H", "H", "H", "F", "C", "F", "F", "S", "O", "O", "O", "N", "C", "C", "C", "N", "C", "N"], "positions_angstrom": [[0.782, 0.245, 0.062], [-2.186, 0.378, -3.091], [-1.293, 0.650, -1.918], [-0.251, -0.141, -1.594], [-0.006, -1.313, -2.217], [-1.429, 1.722, -1.064], [-2.370, 2.854, -1.183], [-0.558, 1.705, 0.083], [-0.230, 2.823, 0.538], [-1.756, -0.339, -3.789], [-2.337, 1.294, -3.660], [-3.162, 0.009, -2.774], [-0.812, -1.579, -2.689], [-2.971, 2.782, -2.084], [-1.819, 3.795, -1.186], [-3.028, 2.879, -0.310], [5.091, 0.077, -0.460], [4.194, 0.806, 0.171], [4.772, 1.724, 0.915], [3.395, 1.406, -0.731], [3.154, -0.283, 1.227], [2.451, -1.163, 0.243], [3.972, -0.869, 2.214], [2.059, 0.658, 1.684], [-0.608, -1.179, 1.198], [-0.694, -1.938, 2.056], [-0.811, -2.887, 3.112], [-1.471, -4.102, 2.857], [-2.026, -5.089, 2.631], [-0.258, -2.586, 4.366], [0.206, -2.340, 5.395]], "forces_ev_per_angstrom": [[-0.24, -0.09, 0.03], [0.02, -0.02, 0.01], [0.03, -0.02, -0.04], [0.09, -0.07, -0.05], [-0.04, 0.11, 0.11], [-0.02, 0.06, 0.04], [0.02, -0.02, 0.02], [-0.16, 0.21, -0.12], [0.10, -0.10, 0.08], [0.04, 0.02, -0.01], [-0.02, 0.00, 0.03], [0.00, -0.01, 0.01], [-0.03, -0.08, -0.10], [-0.01, -0.01, 0.01], [-0.01, 0.02, -0.01], [0.00, 0.01, -0.01], [0.03, 0.02, -0.02], [0.11, 0.05, -0.03], [0.03, 0.01, -0.01], [0.00, -0.05, 0.03], [-0.29, -0.01, -0.03], [0.12, 0.13, 0.12], [-0.10, -0.03, 0.01], [0.04, -0.15, -0.17], [0.44, 0.05, 0.04], [-0.16, -0.22, 0.28], [-0.01, 0.13, -0.22], [-0.02, 0.03, 0.02], [0.03, 0.03, 0.00], [0.04, -0.02, 0.02], [-0.03, 0.01, -0.05]], "mulliken_spin": [0.91, 0.01, 0.16, 0.45, 0.08, 0.26, -0.02, 0.36, 0.59, 0.00, 0.00, 0.00, 0.00, 0.00, 0.03, 0.03, 0.00, 0.00, 0.00, 0.01, -0.01, 0.02, 0.00, 0.01, 0.28, -0.04, 0.43, -0.06, 0.27, -0.06, 0.28]}